Record 1
ORCA calculation (ωB97M-V/def2-TZVPD) on 18 unconnected molecules or ions with the total composition H35O18 in a non-equilibrium geometry.

```
! RIJCOSX wB97M-V def2-TZVPD def2/J DEFGRID3
* xyz -1 1
O -3.662 1.734 -1.324
H 0.331 -3.481 -3.203
H -0.120 2.677 -2.825
O 1.858 -1.580 3.526
H -2.459 -2.621 -2.042
O 3.061 5.259 -0.748
H 2.122 5.309 -0.600
H 3.170 4.980 -1.637
O 0.109 5.232 -0.847
H 0.864 -0.383 -0.359
H 0.110 4.342 -1.223
O -0.414 -3.380 0.355
H 0.062 -2.550 0.783
H -3.524 1.954 -0.395
O -0.989 -2.560 3.512
H -2.507 0.383 -4.549
H -0.889 -1.966 2.780
O 0.561 -3.702 -4.091
H 2.446 0.245 3.834
H 0.005 -4.430 -4.304
O -3.444 0.602 -4.434
H -0.964 0.230 3.890
H 1.593 1.167 4.551
O -3.311 -1.255 3.749
H -4.056 -0.945 4.252
H -2.641 -1.654 4.310
O 0.954 -1.351 0.933
H 1.525 -1.955 0.445
H 1.502 -1.769 2.635
O 2.390 1.201 4.003
H 3.379 1.019 -1.842
H -3.492 0.309 -3.511
O 4.050 0.371 -1.701
H 3.695 -0.047 -0.906
H -0.285 5.818 -1.494
O -2.346 -3.509 -2.391
H 2.733 -1.936 3.674
H -0.175 -3.039 3.295
O -0.879 3.278 -2.752
H -0.530 -3.250 -0.579
H -0.904 3.467 -3.702
O 0.453 0.105 -1.125
H -2.752 1.518 -1.564
H 0.313 0.997 -0.822
O -1.959 1.605 1.054
H -1.470 -3.725 -2.069
H -1.576 2.005 1.834
O 3.784 -2.177 -2.880
H 3.796 -1.533 -2.144
H 3.510 -2.928 -2.370
O -0.644 0.894 4.510
H -0.488 0.363 5.297
H -1.894 0.663 1.208
*
```

The energy above the lowest of the compared OMol25 structures with the same formula, charge and spin is 113.6 kJ/mol. The value obtained for the LUMO energy is 1.95 eV. Its gap between HOMO and LUMO is 0.3161 Eh.

=====

Record 2
ORCA calculation (ωB97M-V/def2-TZVPD) on a molecular structure, C16H8AgClIN2O5 in a non-equilibrium geometry.

```
! RIJCOSX wB97M-V def2-TZVPD def2/J DEFGRID3
* xyz -1 1
Ag 2.452 -13.178 6.118
Cl 8.489 -9.614 3.919
C 6.944 -10.155 4.559
C 6.154 -9.318 5.291
C 4.956 -9.635 5.867
I 3.754 -8.354 6.979
C 4.400 -10.870 5.625
O 3.218 -11.206 6.060
C 5.250 -11.851 4.954
N 4.847 -13.138 4.912
C 5.520 -14.034 4.236
C 6.799 -13.761 3.649
C 7.304 -12.490 3.726
C 6.562 -11.479 4.433
H 6.428 -8.245 5.421
H 5.046 -15.019 4.262
H 7.291 -14.474 3.026
H 8.174 -12.249 3.161
O 1.639 -15.089 6.665
C 2.590 -15.628 7.308
O 3.742 -15.207 7.277
C 2.299 -16.789 8.170
C 3.400 -17.477 8.692
C 3.236 -18.455 9.656
C 1.932 -18.913 9.893
C 0.859 -18.245 9.361
C 1.017 -17.102 8.576
N -0.504 -18.682 9.702
O -1.310 -17.772 9.611
O -0.706 -19.852 10.008
H 4.400 -17.147 8.413
H 4.159 -18.965 9.974
H 1.703 -19.632 10.648
H 0.206 -16.594 8.192
*
```

The energy above the lowest of the compared OMol25 structures with the same formula, charge and spin is 11.7 kJ/mol. The value obtained for the LUMO energy is 1.81 eV. Its gap between HOMO and LUMO is 0.2380 Eh.